Computed, not measured: one molecule with the formula C6H9FO5, with the ωB97M-V functional and the def2-TZVPD basis.

The geometry in XYZ format:
```
21
Properties=species:S:1:pos:R:3:forces:R:3:nbo_charge:R:1
C 1.333008 -0.816481 0.190723 0.0905 -0.2787 -0.5367 0.421
C 0.800437 1.506272 -0.489980 3.6383 -2.1045 0.0391 -0.092
C 1.666746 0.589711 0.551568 0.3981 1.4364 -1.6765 0.001
C 0.078747 -1.398558 0.668190 -1.8000 3.7831 0.9427 0.056
C -1.108779 0.077214 -0.614533 1.2881 -1.4806 1.0341 0.623
C -2.629732 0.017394 -0.309122 1.8360 0.7836 -1.1939 -0.124
O 2.033907 -1.434786 -0.613607 -0.3590 -0.0411 0.5410 -0.606
O -0.553893 1.259701 -0.248756 -0.4271 0.7499 -0.8113 -0.523
O 3.034012 0.916288 0.503682 0.7262 0.1354 -0.8420 -0.706
O -0.023206 -2.702575 0.563510 -0.1527 -0.8506 -0.7736 -0.648
O -3.003518 0.070247 1.013015 -2.0034 -2.5777 -0.6908 -0.700
F -0.843031 -0.238585 -1.922685 -0.3269 0.1938 0.6569 -0.353
H 1.130619 2.555185 -0.407991 -0.9443 -0.3790 0.3603 0.222
H 1.377123 1.102832 -1.436516 -2.2317 0.7512 0.8635 0.193
H 1.514276 0.858401 1.548948 -1.3575 0.1320 1.6145 0.201
H -0.445984 -0.946639 1.559569 0.8956 -0.6994 -0.9019 0.195
H -2.953746 -0.851179 -0.860507 -0.4195 -0.7123 0.5821 0.202
H -3.081792 0.845292 -0.838813 -0.0071 0.5950 -0.4065 0.176
H 3.473428 0.886144 -0.368625 -0.7639 -0.4124 0.3833 0.483
H 0.698347 -2.880890 -0.064084 0.1403 -0.7952 -0.3033 0.498
H -2.496960 0.585002 1.576014 1.7800 1.7711 1.1189 0.481
```
Positions in Å, forces in eV/Å.

Calculated values
ΔE to the lowest compared entry with this formula, charge and spin	40.28	kcal per mole
net charge	0
frontier orbital gap (spin up / spin down)	8.64 / 8.64	eV
LUMO (spin up / spin down)	0.159 / 0.160	eV

***

Computed, not measured: C6H9HgO6 as an isolated structure, with the ωB97M-V functional and the def2-TZVPD basis.

The geometry in XYZ format:
```
22
Properties=species:S:1:pos:R:3:forces:R:3:lowdin_spin:R:1
O -2.520426 0.747349 0.870447 -0.4279 0.9908 1.3221 -0.001
C -2.118971 -0.486936 1.172933 4.9237 -0.5918 -6.3420 0.000
C -3.287150 0.735296 -0.343986 -0.2715 0.0563 0.0686 -0.001
O -0.871244 -0.760334 1.131675 -3.6743 2.0384 3.8517 0.031
O -2.887941 -1.387564 0.519163 -1.2070 -0.7530 1.0187 0.017
C -3.598200 -0.749604 -0.556438 -0.3888 -0.0698 0.4661 0.000
H -2.663875 1.148206 -1.146095 -0.0916 -0.0372 0.2790 0.000
H -4.178088 1.353156 -0.198218 0.2257 -0.1236 -0.0587 0.000
H -3.205643 -1.141604 -1.502932 -0.1301 0.0569 0.3053 0.000
H -4.662428 -0.983798 -0.438486 0.2733 0.0401 -0.1949 0.000
Hg -0.382935 -3.002048 0.598662 0.7841 -1.1465 -0.6239 0.262
C 1.147187 -0.973850 -0.609342 1.7038 0.3211 -2.6883 0.546
C 1.965510 -0.136046 0.289566 0.6124 1.0012 1.4989 0.068
O 3.220424 0.407513 -0.359669 -0.9168 -1.5387 -0.6906 0.034
C 3.935724 1.244474 0.341111 -1.0732 1.6874 0.8461 0.004
O 3.664326 1.685215 1.440335 0.3611 -0.5831 -0.2060 0.000
O 4.925299 1.730802 -0.415283 0.5133 -0.2774 -0.5060 0.002
H 0.659391 -0.365187 -1.389761 -0.7388 -0.2348 0.7224 0.024
H 1.781719 -1.628215 -1.231109 -0.2821 -0.4599 0.7476 0.011
H 2.326614 -0.670640 1.179851 -0.2416 0.1712 -0.2213 0.005
H 1.415492 0.760934 0.600922 0.1624 -0.3613 0.1603 -0.001
H 5.335212 2.472876 0.046663 -0.1160 -0.1863 0.2448 0.000
```
Positions in Å, forces in eV/Å.

Calculated values
ΔE to the lowest compared entry with this formula, charge and spin	0.00	kcal per mole
net charge	0
⟨S²⟩	0.7713
frontier orbital gap (spin up / spin down)	6.93 / 6.95	eV
LUMO (spin up / spin down)	-0.695 / -1.164	eV
spin multiplicity	2

***

Computed, not measured: C6H9I as an isolated structure, with the ωB97M-V functional and the def2-TZVPD basis.

The geometry in XYZ format:
```
16
Properties=species:S:1:pos:R:3:forces:R:3:nbo_charge:R:1
C -1.572268 1.895390 0.098216 -2.0375 1.8007 0.4080 -0.257
C -0.630721 1.191234 -0.075559 3.3482 -3.2006 -0.3066 -0.315
C -2.648814 2.886952 0.111502 1.7826 -1.7963 2.7154 -0.676
C 1.319071 -1.714541 -1.445978 -3.5518 -0.0365 -0.3918 -0.770
C 1.186782 -1.587530 1.300890 -3.7538 -3.9380 -2.1036 -0.749
C 1.503314 -1.147330 -0.054493 1.0921 1.3530 -1.4406 0.179
I 3.096745 0.151886 0.073422 0.2030 0.3059 -0.3383 0.329
H -2.465616 3.653787 0.802975 1.1469 1.8880 0.3233 0.216
H -2.805415 3.157290 -0.840321 -1.1396 1.4976 -3.2161 0.219
H -3.473838 2.545868 0.644053 -2.1410 -1.4098 0.0756 0.215
H 1.653630 -1.013338 -2.292486 -0.4515 -1.2372 1.5779 0.274
H 0.138090 -1.918813 -1.550069 2.2628 0.9967 0.1157 0.284
H 1.580508 -2.780983 -1.616593 0.8176 0.6488 0.5262 0.272
H 1.259446 -0.816816 1.954801 0.3556 1.9957 2.0906 0.259
H 0.105905 -2.016185 1.329619 1.5243 0.9045 -0.0635 0.256
H 1.753178 -2.486866 1.560022 0.5421 0.2275 0.0276 0.262
```
Positions in Å, forces in eV/Å.

Calculated values
ΔE to the lowest compared entry with this formula, charge and spin	150.49	kcal per mole
net charge	0
frontier orbital gap (spin up / spin down)	5.55 / 5.55	eV
LUMO (spin up / spin down)	-2.197 / -2.197	eV

***

- Among the records above, which one has the highest ΔE to the lowest compared entry with this formula, charge and spin?
  C6H9I